Computed, not measured: a cluster of 2 separate species, C24H31N4 in total, with wB97M-V/def2-TZVPD.

## Properties
**Net charge**: +1
**E_LUMO**: -5.531 eV
**Relative energy (zero: lowest compared OMol25 entry of this formula, charge and spin)**: 32.6 kcal per mole
**Energy**: -31343.55312 eV

Each line ends with the Löwdin charge.
Element x y z (Å)
1 N 1.789 -1.629 1.991  0.0257
2 N 2.141 -0.920 3.110  -0.1243
3 N 2.722 -2.506 1.755  0.0726
4 N 0.234 0.610 1.408  -0.0332
5 C -0.763 -0.176 -2.167  -0.0548
6 C 7.298 -3.505 3.061  -0.0861
7 C -3.940 2.295 -4.207  0.0203
8 C 1.313 0.179 3.586  -0.0767
9 C -4.959 -0.535 -1.143  -0.0271
10 C -0.092 2.943 1.392  -0.1435
11 C 0.459 2.494 2.756  -0.1340
12 C 4.927 -3.154 2.631  -0.1886
13 C -3.162 0.705 -2.508  -0.1050
14 C -5.265 2.155 -3.787  -0.1975
15 C 6.012 -5.194 1.866  -0.0758
16 C -0.196 1.657 0.535  -0.2300
17 C 3.720 -2.363 2.690  -0.2405
18 C -2.896 1.587 -3.627  -0.1406
19 C -4.553 0.495 -2.154  -0.1610
20 C 1.093 1.142 2.429  -0.3707
21 C 6.156 -2.716 3.187  -0.0340
22 C 7.233 -4.747 2.408  -0.0818
23 C -1.532 1.796 -4.203  -0.0260
24 C 4.877 -4.388 1.952  -0.0374
25 C -2.157 0.074 -1.765  0.0515
26 C -5.550 1.224 -2.783  0.0192
27 C 3.342 -1.348 3.562  0.0139
28 C -6.364 2.953 -4.417  -0.0127
29 H -4.734 -1.555 -1.487  0.1087
30 H -1.061 3.433 1.495  0.1055
31 H 3.864 -0.930 4.406  0.1283
32 H 0.492 -0.299 1.035  0.0822
33 H -1.129 0.877 -4.649  0.0986
34 H -0.816 2.177 -3.463  0.0974
35 H -7.111 2.307 -4.897  0.1066
36 H -0.135 0.718 -2.049  0.0829
37 H 0.460 1.751 -0.351  0.1006
38 H -1.208 1.480 0.151  0.0889
39 H 2.097 1.367 2.002  0.1572
40 H 1.864 0.646 4.411  0.1361
41 H 1.190 3.183 3.187  0.1187
42 H -6.045 -0.486 -0.986  0.0921
43 H 8.128 -5.367 2.320  0.1028
44 H 0.340 -0.211 3.936  0.1407
45 H -1.589 2.537 -5.012  0.0946
46 H -0.326 -0.938 -1.507  0.1042
47 H -5.949 3.629 -5.170  0.0877
48 H -2.432 -0.363 -0.805  0.1237
49 H -3.728 2.987 -5.028  0.1316
50 H -6.889 3.557 -3.667  0.1056
51 H -6.590 1.059 -2.492  0.1363
52 H 5.941 -6.165 1.377  0.1032
53 H 3.925 -4.688 1.505  0.1059
54 H -0.356 2.341 3.473  0.1191
55 H 6.184 -1.745 3.689  0.1071
56 H -4.470 -0.381 -0.174  0.0951
57 H 0.614 3.630 0.917  0.1092
58 H 8.245 -3.154 3.477  0.1045
59 H -0.662 -0.529 -3.203  0.1029


Computed, not measured: a structure of composition C24H31N5O5, with wB97M-V/def2-TZVPD.

## Properties
**Net charge**: 0
**E_LUMO**: -0.456 eV
**Relative energy (zero: lowest compared OMol25 entry of this formula, charge and spin)**: 528.1 kcal per mole
**Energy**: -43058.03858 eV

Each line ends with the Löwdin charge.
Element x y z (Å)
1 O 2.654 -0.145 2.654  -0.0803
2 O -2.608 1.744 2.947  0.0494
3 O -3.845 0.098 2.376  0.0526
4 O -6.720 1.922 -0.641  -0.1284
5 O 3.026 1.652 -2.100  -0.0120
6 N 1.343 1.425 3.888  0.2616
7 N -3.292 -1.691 0.558  -0.0023
8 N -4.951 -0.282 -0.849  -0.1467
9 N -2.909 0.812 2.206  -0.3520
10 N 2.703 0.429 -0.012  0.1042
11 C 1.889 2.056 1.765  -0.0560
12 C -0.723 0.873 1.286  -0.0670
13 C 0.143 0.695 0.305  -0.1691
14 C 3.298 0.650 -1.289  -0.3087
15 C 7.018 -2.196 0.653  -0.0272
16 C -2.073 -1.030 0.489  -0.0186
17 C 6.466 -1.565 -4.393  -0.0630
18 C -1.883 0.356 1.349  -0.0607
19 C 1.922 1.005 2.873  -0.4281
20 C -6.833 0.601 0.266  0.0074
21 C -1.041 -1.111 -0.475  -0.0661
22 C 5.034 -0.724 -0.391  -0.0334
23 C 6.774 -1.967 -1.674  0.0157
24 C -6.385 -0.607 -0.722  -0.1203
25 C -4.899 0.832 -1.826  -0.2072
26 C -5.494 1.988 -1.116  -0.3655
27 C 6.061 -1.337 -2.834  -0.0698
28 C -3.768 -2.597 -0.409  -0.1167
29 C 1.603 1.363 0.393  -0.1709
30 C 4.919 -0.279 -2.575  0.0590
31 C -4.404 -1.510 -1.586  -0.1087
32 C 6.145 -1.538 -0.509  -0.2022
33 C -0.117 -0.384 -0.359  -0.1518
34 C 4.452 -0.158 -1.364  -0.3065
35 H 4.874 -0.573 0.747  0.1665
36 H 2.931 -0.087 0.816  0.0726
37 H 1.292 2.270 -0.546  0.2290
38 H -3.985 0.905 -2.370  0.1017
39 H -4.646 -2.823 -0.236  -0.0026
40 H -6.917 -0.921 -1.513  0.0695
41 H -5.589 0.839 -2.845  0.1718
42 H -0.682 1.892 1.887  0.1672
43 H 6.198 -0.767 -4.946  -0.0095
44 H 7.326 -3.157 0.554  0.0310
45 H -7.863 0.546 0.398  0.0871
46 H -3.345 -1.441 -2.152  0.1445
47 H 5.863 -2.579 -4.886  0.1389
48 H 7.560 -1.851 -4.510  0.0714
49 H -5.459 2.970 -1.612  0.1374
50 H 1.201 3.022 1.932  0.1774
51 H -4.793 1.947 -0.168  0.1404
52 H 4.373 0.126 -3.377  0.1023
53 H 6.649 -2.160 1.588  0.0167
54 H -6.150 0.759 1.045  0.0825
55 H 1.272 0.622 4.531  0.1755
56 H 7.954 -1.499 0.727  0.1222
57 H -1.383 -1.953 -0.885  0.0812
58 H -5.050 -2.222 -2.098  0.0986
59 H 2.781 2.298 1.647  0.0315
60 H -3.914 -1.177 1.395  0.1700
61 H 7.551 -2.387 -2.076  0.0484
62 H 0.721 -0.704 -1.019  0.1631
63 H -6.266 -1.548 0.165  0.1876
64 H 0.762 2.067 3.938  0.0227
65 H -2.965 -3.138 -0.749  0.0924


Computed, not measured: a structure of composition C24H31N6O8PS2Ti, with wB97M-V/def2-TZVPD.

## Properties
**Net charge**: 0
**E_LUMO**: -0.933 eV
**Relative energy (zero: lowest compared OMol25 entry of this formula, charge and spin)**: 0.0 kcal per mole
**Energy**: -104789.03257 eV

Each line ends with the Löwdin charge.
Element x y z (Å)
1 Ti -0.086 0.656 -0.133  0.9295
2 S 1.219 -0.136 2.280  0.1915
3 S 2.001 -0.547 0.439  0.4783
4 P 0.792 0.152 -3.358  0.6522
5 O 2.641 2.457 -1.618  0.0646
6 O 2.573 4.929 4.977  0.0774
7 O 0.827 2.285 -0.331  -0.1981
8 O 0.080 0.126 -2.004  -0.4509
9 O 0.806 -1.354 2.923  -0.3448
10 O -0.055 0.626 1.788  -0.4969
11 O 0.772 4.144 4.094  0.0923
12 O 2.051 0.767 3.011  -0.3148
13 N -1.390 -1.279 0.014  -0.1362
14 N -2.976 -2.546 1.380  -0.0762
15 N 1.946 4.444 4.056  -0.3445
16 N -1.376 -3.733 0.007  -0.0777
17 N -2.522 5.051 -6.170  0.1500
18 N -3.212 -2.551 -1.032  -0.0779
19 C 2.695 3.414 0.557  -0.1030
20 C -2.108 -3.722 1.278  -0.1447
21 C 2.482 -0.374 -3.198  -0.1485
22 C -2.454 4.526 -5.149  -0.1917
23 C 3.977 3.931 0.396  0.0071
24 C 2.660 4.251 2.777  -0.1203
25 C -0.560 -2.536 -0.057  -0.1861
26 C -3.913 -2.561 0.260  -0.1569
27 C -2.153 -1.353 1.309  -0.1492
28 C -1.440 3.737 -1.656  -0.0316
29 C -2.391 -1.358 -1.094  -0.1764
30 C -2.090 2.519 -1.418  -0.2826
31 C 4.594 4.605 1.437  -0.0441
32 C -0.049 -1.003 -4.437  -0.1505
33 C 2.021 3.573 1.761  0.0632
34 C -2.893 2.008 -2.449  -0.0404
35 C -2.340 -3.726 -1.089  -0.1643
36 C 0.707 1.760 -4.114  -0.1223
37 C -2.346 3.860 -3.881  -0.2629
38 C 2.055 2.690 -0.581  -0.5277
39 C -1.915 1.794 -0.135  -0.1667
40 C -1.559 4.398 -2.864  -0.0243
41 C 3.935 4.768 2.645  0.0145
42 C -3.025 2.662 -3.660  -0.0408
43 H 2.959 -0.393 -4.180  0.0727
44 H -1.690 2.482 0.684  0.0809
45 H -4.559 -1.683 0.320  0.1309
46 H -2.802 1.222 0.126  0.0554
47 H 0.439 -1.032 -5.412  0.0670
48 H -1.801 -3.723 -2.040  0.1242
49 H -2.952 -4.627 -1.038  0.1277
50 H -0.831 4.168 -0.871  0.1181
51 H 5.591 5.005 1.311  0.1099
52 H 1.282 2.463 -3.511  0.0552
53 H -1.434 -1.347 2.123  0.1072
54 H 2.998 0.331 -2.547  0.0450
55 H -2.718 -4.624 1.347  0.1286
56 H 1.102 1.716 -5.129  0.0748
57 H 4.389 5.284 3.478  0.1214
58 H -1.086 -0.687 -4.562  0.0649
59 H -1.393 -3.709 2.101  0.1371
60 H -0.028 -2.001 -3.995  0.0589
61 H -2.782 -0.467 1.379  0.1245
62 H -3.446 1.091 -2.294  0.1008
63 H 4.478 3.790 -0.554  0.1221
64 H -3.660 2.255 -4.436  0.1197
65 H -3.039 -0.492 -1.025  0.0945
66 H 1.034 3.166 1.916  0.1201
67 H -1.048 5.338 -3.025  0.1234
68 H -1.853 -1.327 -2.039  0.1081
69 H 0.137 -2.526 0.773  0.0826
70 H 2.505 -1.372 -2.758  0.0662
71 H -0.342 2.069 -4.138  0.0487
72 H -4.532 -3.456 0.321  0.1280
73 H -0.005 -2.513 -0.995  0.1143


Computed, not measured: a cluster of 4 separate species, C24H31NO9S in total, with wB97M-V/def2-TZVPD.

## Properties
**Net charge**: 0
**E_LUMO**: -0.083 eV
**SMILES**: C=CCc1cccc2c1Sc1ccccc1N2.COC(=O)OC.COC(=O)OC.COC(=O)OC
**Energy**: -56123.07145 eV

Each line ends with the Löwdin charge.
Element x y z (Å)
1 S -4.594 -2.298 2.415  0.7865
2 O -0.955 2.392 0.563  -0.0062
3 O 4.667 0.054 -5.011  0.0014
4 O 5.140 -2.691 -1.916  -0.0378
5 O 5.777 -1.810 -5.767  0.1093
6 O 3.567 -2.203 -0.315  0.1019
7 O 5.033 -0.639 -1.141  -0.0319
8 O 1.034 3.092 1.475  0.1011
9 O 6.025 0.264 -6.725  -0.0110
10 O -0.241 4.417 0.098  -0.0114
11 N -3.132 -0.695 4.856  -0.0224
12 C 0.402 -1.426 2.683  -0.0832
13 C -6.520 0.183 2.403  -0.1636
14 C -0.537 -0.849 3.898  -0.0251
15 C 0.733 5.449 0.236  -0.0551
16 C 4.053 -0.754 -4.009  -0.0416
17 C 0.047 3.281 0.782  -0.5602
18 C -6.027 2.311 4.308  -0.0622
19 C -0.785 1.141 1.227  -0.0658
20 C -2.171 -1.174 3.790  -0.1438
21 C -1.716 -2.637 1.291  -0.0684
22 C 4.668 -4.037 -1.928  -0.0375
23 C -6.431 -0.421 -0.257  -0.1475
24 C -7.306 -0.531 1.153  -0.1965
25 C 4.486 -1.877 -1.049  -0.5743
26 C -2.701 -2.044 2.464  -0.3861
27 C -4.328 0.037 4.289  -0.1487
28 C -4.715 1.506 4.963  -0.0241
29 C 4.439 0.330 -0.278  -0.0390
30 C 6.942 -0.309 -7.656  -0.0541
31 C -0.111 -2.321 1.399  -0.0675
32 C -6.910 1.666 3.049  -0.0291
33 C -5.297 0.581 -0.298  -0.0426
34 C 5.516 -0.619 -5.828  -0.5540
35 C -5.232 -0.608 3.038  -0.3340
36 H -7.462 -1.656 1.441  0.1084
37 H 0.123 0.640 0.878  0.0823
38 H 4.808 -1.184 -3.344  0.0714
39 H 3.445 -1.541 -4.467  0.1074
40 H 3.619 -4.075 -2.237  0.1008
41 H 3.381 0.466 -0.521  0.0972
42 H -8.360 -0.009 0.994  0.1107
43 H 6.449 -1.078 -8.260  0.0978
44 H 0.628 -2.734 0.563  0.0939
45 H 7.812 -0.722 -7.136  0.0983
46 H 0.402 6.308 -0.352  0.0935
47 H 3.396 -0.113 -3.414  0.1020
48 H -7.816 2.220 2.546  0.0837
49 H 5.262 -4.597 -2.656  0.0995
50 H -2.208 -3.270 0.407  0.1022
51 H 4.563 0.040 0.771  0.0998
52 H 1.702 5.119 -0.152  0.0969
53 H -2.660 -0.176 5.628  0.1151
54 H 4.953 1.282 -0.434  0.0988
55 H 0.820 5.760 1.282  0.0977
56 H -6.315 3.384 4.740  0.0840
57 H 7.285 0.486 -8.324  0.0934
58 H -6.659 -1.052 -1.223  0.0979
59 H -4.078 1.951 5.865  0.0878
60 H -0.759 1.281 2.313  0.0801
61 H -1.643 0.509 0.982  0.0833
62 H 4.801 -4.501 -0.946  0.0998
63 H -5.589 1.715 -0.256  0.0737
64 H -0.086 -0.206 4.792  0.1017
65 H 1.566 -1.176 2.727  0.0983
66 H -4.202 0.166 -0.409  0.0672